Entry 1:
This record from the Open Molecules 2025 dataset describes a cluster of 7 separate species, C10H34O12 in total at a distorted geometry. The level of theory is ωB97M-V with the def2-TZVPD basis set.

```
56
Properties=species:S:1:pos:R:3:lowdin_charge:R:1
O -1.88063 2.77991 1.77246 -0.064
C -2.70844 1.80904 2.40486 -0.230
C -1.89925 0.84800 3.25594 -0.195
O -1.23960 -0.13319 2.41417 -0.096
H -1.43706 2.34865 1.03515 0.047
H -3.42104 2.30033 3.06864 0.122
H -3.21714 1.24080 1.62072 0.117
H -2.59240 0.24394 3.85854 0.120
H -1.20823 1.33025 3.94702 0.124
H -1.35342 -1.01212 2.77199 0.085
O 1.70913 3.38458 -0.05924 -0.071
C 0.70468 4.36848 -0.33971 -0.243
C 1.28498 5.70205 -0.81724 -0.249
O 1.58655 6.57372 0.24567 -0.057
H 1.21627 2.57695 0.14487 0.033
H 0.00656 3.95120 -1.08080 0.110
H 0.14372 4.51097 0.59705 0.111
H 0.54963 6.14246 -1.49363 0.109
H 2.18956 5.44201 -1.36341 0.123
H 0.83262 6.57079 0.84286 0.081
O -0.57860 -1.99799 -0.17213 -0.086
C -1.56836 -2.82193 -0.74484 -0.233
C -2.79759 -1.95907 -0.89503 -0.254
O -3.92615 -2.73501 -1.24024 -0.051
H 0.27551 -2.45708 -0.19162 0.038
H -1.20347 -3.17958 -1.71436 0.129
H -1.85050 -3.69945 -0.15386 0.126
H -2.64505 -1.10375 -1.56171 0.098
H -2.94105 -1.53094 0.11176 0.119
H -4.73163 -2.24444 -1.07590 0.082
O 2.33817 -0.64665 -0.98575 -0.085
C 2.25129 -0.29280 -2.35778 -0.234
C 1.46520 -1.37552 -3.07927 -0.258
O 2.10101 -2.63482 -2.95347 -0.064
H 1.56837 -0.20436 -0.56003 0.037
H 1.73339 0.66857 -2.47349 0.115
H 3.25387 -0.21789 -2.78501 0.121
H 1.25122 -1.13586 -4.12413 0.117
H 0.46497 -1.41003 -2.62285 0.101
H 2.09418 -2.77141 -1.99254 0.047
O 3.41246 -2.40351 1.63897 -0.052
C 2.02021 -2.62890 1.89106 -0.215
C 1.59431 -3.94158 1.21343 -0.223
O 1.58417 -3.91548 -0.21075 -0.072
H 3.87414 -2.43559 2.47858 0.079
H 1.88251 -2.73824 2.96711 0.122
H 1.41643 -1.81738 1.48355 0.097
H 0.56895 -4.14165 1.55780 0.117
H 2.23552 -4.73652 1.59805 0.124
H 2.21857 -4.57570 -0.49892 0.108
O 0.30050 0.82526 0.19203 -0.066
H -0.32951 1.03585 -0.52241 0.026
H -0.20676 0.26516 0.81640 0.034
O -1.84735 1.24149 -1.69661 -0.038
H -1.76249 1.72037 -2.53061 0.067
H -2.78288 1.01764 -1.63133 0.051
```

Electronic energy ... -35488.88394 eV
Energy relative to the best compared isomer or geometry (same formula, charge and spin) ... 8.04 kcal/mol
Net charge ... 0
Structure (SMILES) ... OCCO.OCCO.OCCO.OCCO.OCCO.O.O

Entry 2:
This record from the Open Molecules 2025 dataset describes a cluster of 9 separate species, C10H38N16O9 in total at a distorted geometry. The level of theory is ωB97M-V with the def2-TZVPD basis set.

```
73
Properties=species:S:1:pos:R:3:lowdin_charge:R:1
N -13.47926 -8.41195 -28.66033 0.149
C -14.55155 -7.83693 -29.10153 -0.820
N -14.19418 -6.93970 -29.92755 0.168
O -15.67540 -8.20994 -28.81676 0.030
H -13.56770 -9.07704 -27.90539 0.121
H -12.57231 -8.02898 -28.88584 0.109
H -13.21378 -6.89018 -30.16514 0.115
H -14.84936 -6.50339 -30.56039 0.128
N -17.30790 -2.48672 -32.91039 0.156
C -16.17432 -1.93823 -32.56546 -0.836
N -16.36306 -0.96933 -31.76800 0.167
O -15.06552 -2.29018 -32.88608 0.036
H -17.28943 -3.42043 -33.29503 0.120
H -18.10130 -1.86930 -33.00739 0.109
H -15.52759 -0.49990 -31.44903 0.132
H -17.30823 -0.62797 -31.66686 0.117
N -9.01161 2.88835 -27.09591 0.154
C -8.36387 3.33221 -25.98114 -0.853
N -9.03490 4.15283 -25.32219 0.165
O -7.26761 3.07851 -25.69571 0.089
H -9.97770 3.11542 -27.28357 0.094
H -8.60708 2.23658 -27.75290 0.104
H -9.87319 4.55971 -25.71184 0.116
H -8.46994 4.80497 -24.79717 0.132
N -10.91249 3.79111 -32.96074 0.173
C -11.50278 2.72719 -32.64129 -0.853
N -11.39320 1.81498 -33.54279 0.168
O -12.21233 2.61689 -31.65810 0.020
H -10.48672 3.77434 -33.87646 0.118
H -10.92649 4.53965 -32.28282 0.136
H -11.90926 0.95408 -33.43040 0.129
H -10.73528 1.99957 -34.28655 0.110
N -5.81009 -9.02200 -24.95786 0.154
C -6.21335 -8.02288 -25.68461 -0.784
N -7.34849 -8.40387 -26.22090 0.141
O -5.62211 -6.99674 -25.93467 0.037
H -4.86490 -9.01923 -24.60189 0.125
H -6.36775 -9.83817 -25.16520 0.105
H -7.50107 -9.39371 -26.35136 0.102
H -7.95192 -7.83034 -26.79277 0.120
N -3.60447 -2.19913 -23.45814 0.159
C -3.26230 -2.93325 -22.44723 -0.817
N -3.44794 -4.19830 -22.60681 0.171
O -2.89344 -2.43406 -21.39578 0.015
H -3.54031 -1.19607 -23.35890 0.123
H -4.23956 -2.61962 -24.12143 0.110
H -3.69551 -4.44929 -23.55328 0.112
H -3.14471 -4.83755 -21.88604 0.127
N -8.08724 -3.67366 -29.22895 0.166
C -9.15746 -4.11737 -29.84481 -0.880
N -9.75828 -3.19050 -30.40198 0.176
O -9.62760 -5.19336 -29.70814 0.053
H -7.55816 -4.32609 -28.66814 0.117
H -7.68063 -2.77173 -29.43216 0.109
H -10.62675 -3.35647 -30.89016 0.136
H -9.40199 -2.25042 -30.30502 0.123
N -3.48059 1.10179 -29.01735 0.192
C -4.03461 0.76692 -30.07795 -0.883
N -3.23833 0.46727 -31.03411 0.165
O -5.21692 0.53732 -30.19606 0.023
H -2.49781 1.33246 -29.04953 0.125
H -4.07091 1.26137 -28.21351 0.140
H -3.71806 0.16417 -31.86963 0.125
H -2.35233 0.95201 -31.04509 0.112
C -5.61187 -4.18180 -34.18826 -0.110
C -6.59254 -3.69705 -35.15253 -0.342
O -7.10610 -4.90968 -35.68980 -0.081
H -4.60795 -4.37596 -34.56581 0.080
H -5.96383 -5.05516 -33.63919 0.084
H -5.50399 -3.47346 -33.36685 0.072
H -6.15412 -2.99401 -35.86077 0.108
H -7.43446 -3.14603 -34.73341 0.110
H -7.95537 -4.72994 -36.09972 0.079
```

Electronic energy ... -53256.65273 eV
Energy relative to the best compared isomer or geometry (same formula, charge and spin) ... 167.89 kcal/mol
Net charge ... 0
Structure (SMILES) ... NC(N)=O.NC(N)=O.NC(N)=O.NC(N)=O.NC(N)=O.NC(N)=O.NC(N)=O.NC(N)=O.CCO

Entry 3:
This record from the Open Molecules 2025 dataset describes a structure of composition C10H40AlN20O14P at a distorted geometry. The level of theory is ωB97M-V with the def2-TZVPD basis set.

```
86
Properties=species:S:1:pos:R:3:lowdin_charge:R:1
Al 1.94142 2.57610 -1.46631 1.175
P -0.08565 0.08093 -0.02245 0.113
O 1.22381 0.66645 0.56218 -0.357
O -0.29232 0.95407 -1.32347 -0.381
O -1.36619 0.21145 0.80667 -0.352
O 0.30189 -1.27586 -0.44872 -0.384
C -0.38921 2.46758 -4.24688 -0.813
O -0.12159 3.25719 -3.36655 -0.062
N -0.51366 2.73102 -5.46080 0.218
N -0.59767 1.24693 -3.89042 0.214
H -0.28253 3.66902 -5.75547 0.143
H -0.99118 2.12851 -6.11582 0.140
H -0.54078 0.94410 -2.92857 0.023
H -1.11725 0.73943 -4.59226 0.119
C -1.80653 3.68910 0.11376 -0.765
O -1.83898 4.81559 0.39446 0.110
N -1.78960 2.72899 1.02559 0.234
N -1.72760 3.19196 -1.09702 0.251
H -1.88276 3.05557 1.97678 0.130
H -1.54747 1.79582 0.72446 0.005
H -1.59296 2.19109 -1.11194 0.036
H -1.73972 3.79571 -1.90661 0.129
C 4.52531 1.46716 1.50203 -0.775
O 4.35552 1.69695 0.29796 -0.054
N 5.63410 1.62348 2.05656 0.188
N 3.61774 1.03087 2.34946 0.199
H 5.83220 1.48916 3.03779 0.132
H 6.40083 1.84546 1.43773 0.138
H 2.70714 0.77371 1.99622 0.057
H 3.87149 0.74998 3.28584 0.124
C 3.33763 -2.13130 -1.70283 -0.653
O 4.46427 -2.30233 -2.20419 0.027
N 2.23746 -2.83481 -1.96116 0.173
N 3.04751 -1.51276 -0.54842 0.157
H 2.09533 -3.49461 -2.71252 0.135
H 1.45230 -2.49797 -1.42249 0.032
H 2.07379 -1.25879 -0.46193 0.026
H 3.73374 -0.96763 -0.04640 0.112
C 1.08983 3.27683 2.55477 -0.763
O 1.60244 3.79515 1.60438 0.043
N 0.69201 2.03566 2.68597 0.202
N 0.79527 4.14579 3.50435 0.170
H 0.23382 1.69413 3.51875 0.121
H 0.87225 1.52647 1.83254 0.002
H 0.58048 5.09284 3.22678 0.123
H 0.30358 3.87377 4.34361 0.105
C -1.25290 -3.98862 0.26322 -0.691
O -1.94095 -4.92630 0.59112 0.074
N 0.06675 -3.91881 0.14068 0.196
N -1.74259 -2.75861 0.04769 0.171
H 0.70570 -4.62329 0.48062 0.132
H 0.46040 -3.00387 -0.02678 0.032
H -0.99761 -2.08567 -0.06308 -0.002
H -2.51322 -2.18716 0.36341 0.098
C -4.32532 0.36133 -1.38395 -0.838
O -5.34389 0.01607 -1.90978 0.086
N -3.21626 0.39325 -1.97507 0.199
N -4.21116 0.59760 -0.12246 0.204
H -3.20692 0.00967 -2.90935 0.129
H -2.39974 0.64290 -1.43556 0.052
H -3.32341 0.92247 0.23314 0.065
H -4.99665 0.45396 0.49598 0.137
C 2.22235 -2.41751 3.15532 -0.786
O 2.25705 -2.54226 4.32554 0.095
N 1.27030 -1.91138 2.38065 0.196
N 3.14364 -2.88918 2.36266 0.168
H 1.35372 -1.70441 1.39561 0.040
H 0.30647 -1.91012 2.68253 0.115
H 3.11100 -2.80070 1.35707 0.076
H 3.84437 -3.52643 2.71336 0.123
C -2.86091 -0.68398 3.54735 -0.737
O -3.49216 -1.07046 4.53344 0.038
N -2.60428 -1.32882 2.45966 0.158
N -2.24778 0.46994 3.35159 0.161
H -3.07752 -2.21865 2.39378 0.132
H -2.15867 -0.81491 1.71304 0.012
H -1.73909 0.61843 2.49177 0.036
H -2.32836 1.15245 4.09172 0.118
C -0.96223 -2.17178 -3.99726 -0.798
O -0.96150 -2.11665 -5.17773 0.086
N -1.85028 -2.74301 -3.22071 0.200
N -0.01870 -1.65090 -3.22776 0.194
H -1.97189 -2.43622 -2.26615 0.079
H -2.63907 -2.99106 -3.80071 0.127
H 0.71094 -1.37753 -3.87042 0.124
H 0.13117 -1.61737 -2.22951 0.050
```

Electronic energy ... -85373.56741 eV
Energy relative to the best compared isomer or geometry (same formula, charge and spin) ... 164.03 kcal/mol
Net charge ... 0

Entry 4:
This record from the Open Molecules 2025 dataset describes a cluster of 10 separate species, C10H40N20O10 in total at a distorted geometry. The level of theory is ωB97M-V with the def2-TZVPD basis set.

```
80
Properties=species:S:1:pos:R:3:lowdin_charge:R:1
N 3.31242 -6.67352 5.56882 0.142
C 3.54408 -5.47888 6.10633 -0.806
N 2.76133 -4.62457 5.58510 0.165
O 4.23441 -5.29329 7.08921 0.037
H 3.76452 -7.47531 5.98455 0.111
H 2.97639 -6.69169 4.61652 0.099
H 2.15399 -4.77423 4.79211 0.121
H 2.96788 -3.71509 5.97276 0.131
N -1.02325 4.84195 -5.92741 0.166
C -1.01521 4.21278 -4.78410 -0.748
N -2.05583 4.51029 -4.03763 0.146
O -0.13165 3.42123 -4.36758 -0.023
H -1.79985 5.44105 -6.16832 0.113
H -0.35602 4.47517 -6.59102 0.124
H -2.11545 3.94614 -3.20200 0.115
H -2.89992 4.97332 -4.34296 0.107
N -0.83358 -0.20265 1.70860 0.149
C -0.74938 0.56997 0.59246 -0.811
N -0.25757 -0.04263 -0.43032 0.166
O -1.10858 1.69925 0.54635 0.048
H -1.14426 0.38308 2.47051 0.105
H -0.60651 -1.18188 1.80672 0.102
H 0.11446 -0.95240 -0.19788 0.112
H -0.28632 0.46129 -1.30515 0.127
N 4.84573 0.45604 -2.43673 0.161
C 5.30615 0.05013 -3.57231 -0.815
N 4.71004 0.57446 -4.58483 0.169
O 6.34197 -0.59332 -3.65382 0.014
H 5.29509 0.31301 -1.54357 0.125
H 4.01311 1.02773 -2.43525 0.107
H 3.83131 1.04283 -4.41575 0.113
H 5.04902 0.37037 -5.51410 0.127
N -5.66317 2.28760 3.76504 0.160
C -5.48655 2.07731 5.06007 -0.788
N -5.72939 3.12699 5.73462 0.150
O -4.94697 1.12451 5.63346 0.010
H -5.37320 1.49245 3.21390 0.119
H -6.01911 3.17144 3.43005 0.107
H -5.55113 2.98318 6.71831 0.129
H -6.06660 3.99139 5.33562 0.114
N -0.35087 6.73899 3.26581 0.148
C -0.40628 7.02991 4.54098 -0.824
N -1.59712 6.84104 5.04674 0.166
O 0.61464 7.27723 5.09131 0.057
H 0.51596 6.80262 2.75137 0.122
H -1.17852 6.41124 2.78868 0.101
H -1.75381 7.16001 5.99215 0.125
H -2.17039 6.33725 4.38519 0.105
N 0.14706 0.83109 -11.27330 0.175
C 0.31775 1.17105 -10.06937 -0.786
N -0.15087 0.34758 -9.13781 0.152
O 0.95203 2.17746 -9.70318 -0.011
H 0.69844 1.42209 -11.87895 0.133
H -0.06827 -0.13133 -11.49121 0.122
H 0.14445 0.40657 -8.17374 0.115
H -0.67205 -0.48031 -9.38897 0.100
N -1.70278 -7.82516 1.31464 0.143
C -1.91405 -6.55122 1.50606 -0.825
N -3.15052 -6.34853 1.53955 0.183
O -0.98311 -5.76471 1.62527 0.014
H -2.46029 -8.32706 0.87374 0.105
H -0.75462 -8.10007 1.10128 0.122
H -3.60154 -7.24953 1.46976 0.117
H -3.58813 -5.45475 1.71200 0.141
N 0.50176 2.18220 6.96852 0.160
C 1.61052 1.58338 6.69845 -0.798
N 2.22897 2.23839 5.74751 0.152
O 2.03369 0.58836 7.26763 0.024
H 0.46940 3.09592 6.53936 0.107
H -0.04105 1.81637 7.73769 0.130
H 1.80162 3.07890 5.38552 0.103
H 3.14073 1.94589 5.42621 0.121
N 1.31758 -4.29478 -5.73072 0.158
C 0.41398 -4.45834 -4.81443 -0.816
N 0.94135 -4.68851 -3.65393 0.160
O -0.76199 -4.59727 -5.07343 0.031
H 2.29602 -4.31469 -5.48101 0.114
H 0.88839 -4.35448 -6.64304 0.123
H 1.91358 -4.96027 -3.62199 0.109
H 0.35593 -4.90800 -2.86070 0.121
```

Electronic energy ... -61299.63823 eV
Energy relative to the best compared isomer or geometry (same formula, charge and spin) ... 187.49 kcal/mol
Net charge ... 0
Structure (SMILES) ... NC(N)=O.NC(N)=O.NC(N)=O.NC(N)=O.NC(N)=O.NC(N)=O.NC(N)=O.NC(N)=O.NC(N)=O.NC(N)=O